#P
The following is a quantum chemistry calculation of 2 unconnected molecules or ions with the total composition C4H12, from the Open Molecules 2025 dataset.

Structure (XYZ):
```
16
Properties=species:S:1:pos:R:3:nbo_charge:R:1
C -1.1978 -0.1413 -2.1320 -0.630
C -1.1986 -1.5991 -1.6342 -0.631
H -1.9429 0.5498 -1.6092 0.205
H -0.2168 0.4352 -1.9149 0.201
H -1.3585 0.1667 -3.2742 0.215
H -1.8927 -2.1754 -2.2287 0.216
H -1.4184 -1.7433 -0.5618 0.211
H -0.1594 -1.8596 -1.6035 0.214
C 1.3459 1.2413 1.2744 -0.609
C 1.0009 0.4463 2.4814 -0.608
H 0.8516 2.1474 1.1803 0.202
H 2.3361 1.4780 1.3413 0.202
H 1.1030 0.8288 0.2948 0.205
H 0.7434 1.0123 3.3490 0.207
H 0.3484 -0.3247 2.4369 0.206
H 1.9032 -0.1991 2.6521 0.196
```

Charge: 0
LUMO energy, eV: 1.08
Structure (SMILES): CC.CC
Orbital gap, eV: 12.4221

=====

#Q
The following is a quantum chemistry calculation of 2 unconnected molecules or ions with the total composition C4H12, from the Open Molecules 2025 dataset.

Structure (XYZ):
```
16
Properties=species:S:1:pos:R:3:nbo_charge:R:1
C -1.9581 -0.2387 -0.8341 -0.605
C -1.0582 -1.5451 -1.0766 -0.641
H -2.9248 -0.5506 -0.3493 0.213
H -1.2800 0.4810 -0.1437 0.198
H -2.0792 0.2404 -1.7510 0.201
H -0.9767 -1.6770 -2.1357 0.208
H -1.4654 -2.3817 -0.5105 0.215
H 0.0298 -1.4054 -1.1139 0.211
C 1.6625 0.8774 0.1961 -0.623
C 1.3040 0.8604 1.7159 -0.604
H 2.5602 1.5436 0.3536 0.214
H 1.7716 -0.0414 -0.4024 0.209
H 0.8276 1.3194 -0.2751 0.199
H 0.6096 0.0904 2.0307 0.205
H 0.9801 1.9190 1.9853 0.204
H 2.2464 0.7383 2.3042 0.196
```

Charge: 0
LUMO energy, eV: 1.16
Structure (SMILES): CC.CC
Orbital gap, eV: 12.1924

=====

#R
The following is a quantum chemistry calculation of 2 unconnected molecules or ions with the total composition C4H12, from the Open Molecules 2025 dataset.

Structure (XYZ):
```
16
Properties=species:S:1:pos:R:3:nbo_charge:R:1
C -0.3828 2.5395 0.4947 -0.626
C 0.7946 1.7882 1.1033 -0.619
H -0.4651 3.5188 0.9373 0.204
H -0.2462 2.7482 -0.5642 0.216
H -1.2219 1.9563 0.9071 0.214
H 1.6854 1.7842 0.4238 0.201
H 0.7451 0.7068 1.0579 0.203
H 1.0567 2.0672 2.1267 0.208
C -0.2488 -1.5578 -0.3427 -0.621
C -0.2181 -2.7690 -1.2712 -0.618
H 0.6863 -1.0304 -0.1719 0.203
H -0.8959 -0.8058 -0.8013 0.207
H -0.5223 -1.7917 0.6913 0.207
H -0.8499 -2.5670 -2.1279 0.204
H 0.7994 -2.9481 -1.6176 0.209
H -0.7165 -3.6395 -0.8452 0.209
```

Charge: 0
LUMO energy, eV: 1.14
Structure (SMILES): CC.CC
Orbital gap, eV: 12.2923

=====

#S
The following is a quantum chemistry calculation of 2 unconnected molecules or ions with the total composition C4H12, from the Open Molecules 2025 dataset.

Structure (XYZ):
```
16
Properties=species:S:1:pos:R:3:nbo_charge:R:1
C 2.8227 -1.2158 -0.3626 -0.608
C 1.8048 -0.1490 0.1255 -0.614
H 2.6260 -1.5798 -1.3658 0.203
H 3.8221 -0.7944 -0.2753 0.202
H 2.8082 -2.0846 0.2966 0.202
H 2.3848 0.4934 0.7967 0.200
H 1.0564 -0.5588 0.7950 0.206
H 1.4674 0.4819 -0.6853 0.208
C -2.5983 1.2034 0.5496 -0.603
C -2.0704 0.1313 -0.4092 -0.602
H -1.8252 1.8850 0.8943 0.203
H -3.4144 1.7486 0.1158 0.198
H -3.0917 0.7528 1.4096 0.199
H -2.8914 -0.4337 -0.8419 0.203
H -1.4962 0.5643 -1.2257 0.200
H -1.4049 -0.4445 0.1825 0.202
```

Charge: 0
LUMO energy, eV: 1.18
Structure (SMILES): CC.CC
Orbital gap, eV: 12.8508

=====

Which structure wins on stability? #S wins.

=====

#P
The following is a quantum chemistry calculation of 2 unconnected molecules or ions with the total composition C4H12, from the Open Molecules 2025 dataset.

Structure (XYZ):
```
16
Properties=species:S:1:pos:R:3:nbo_charge:R:1
C 0.7133 -0.7500 1.4834 -0.612
C 0.8002 -2.1687 2.1588 -0.601
H 1.5160 -0.8815 0.7738 0.197
H -0.1949 -0.4400 0.9600 0.206
H 1.1044 0.0359 2.0894 0.200
H 0.1061 -2.0548 3.0427 0.199
H 1.8161 -2.3672 2.4638 0.206
H 0.4343 -2.8818 1.4352 0.205
C -0.1557 1.0637 -2.1717 -0.611
C -1.4624 1.7888 -1.4708 -0.610
H -0.2677 -0.0318 -2.1072 0.202
H 0.0383 1.2843 -3.2344 0.205
H 0.7192 1.3822 -1.6101 0.204
H -1.2226 2.7974 -1.2610 0.199
H -1.5291 1.4286 -0.4792 0.203
H -2.4154 1.7951 -2.0726 0.209
```

Charge: 0
LUMO energy, eV: 1.13
Structure (SMILES): CC.CC
Orbital gap, eV: 12.4236

=====

#Q
The following is a quantum chemistry calculation of 2 unconnected molecules or ions with the total composition C4H12, from the Open Molecules 2025 dataset.

Structure (XYZ):
```
16
Properties=species:S:1:pos:R:3:nbo_charge:R:1
C -0.9078 1.1827 1.1656 -0.605
C -1.0744 2.1171 2.3530 -0.605
H -1.0399 0.1441 1.4619 0.202
H -1.6386 1.3877 0.3855 0.202
H 0.1010 1.2392 0.7572 0.201
H -0.7670 3.1339 2.1351 0.203
H -0.5314 1.7485 3.2199 0.202
H -2.1222 2.1440 2.6807 0.200
C 0.7095 -1.3900 -1.1135 -0.616
C 1.2743 -1.9030 -2.4353 -0.616
H 1.1900 -0.4776 -0.7660 0.204
H -0.3505 -1.1469 -1.1684 0.206
H 0.8264 -2.0985 -0.2967 0.205
H 0.5078 -2.1483 -3.1681 0.206
H 1.9121 -2.7680 -2.2909 0.205
H 1.9108 -1.1649 -2.9199 0.204
```

Charge: 0
LUMO energy, eV: 1.16
Structure (SMILES): CC.CC
Orbital gap, eV: 12.8744

=====

#R
The following is a quantum chemistry calculation of 2 unconnected molecules or ions with the total composition C4H12, from the Open Molecules 2025 dataset.

Structure (XYZ):
```
16
Properties=species:S:1:pos:R:3:nbo_charge:R:1
C -2.6214 -2.2002 -0.1092 -0.613
C -1.4756 -1.1865 -0.0432 -0.613
H -2.9570 -2.3149 -1.1422 0.205
H -2.2499 -3.1886 0.1657 0.203
H -3.4344 -1.9667 0.5719 0.207
H -1.4736 -0.5159 -0.9037 0.203
H -0.4931 -1.6697 -0.0912 0.203
H -1.4971 -0.5883 0.8613 0.204
C 1.6540 2.0208 -0.4884 -0.613
C 2.3987 1.3709 0.6644 -0.613
H 0.5848 2.1449 -0.2668 0.204
H 2.0359 3.0080 -0.7577 0.204
H 1.7050 1.4570 -1.4168 0.204
H 3.2676 0.8172 0.3173 0.204
H 1.7515 0.7225 1.2611 0.206
H 2.8045 2.0895 1.3776 0.204
```

Charge: 0
LUMO energy, eV: 1.15
Structure (SMILES): CC.CC
Orbital gap, eV: 12.8355

=====

#S
The following is a quantum chemistry calculation of 2 unconnected molecules or ions with the total composition C4H12, from the Open Molecules 2025 dataset.

Structure (XYZ):
```
16
Properties=species:S:1:pos:R:3:nbo_charge:R:1
C 1.7105 0.7655 -0.8236 -0.626
C 2.3695 -0.5824 -0.6434 -0.629
H 2.3446 1.4060 -1.4122 0.208
H 0.8130 0.6587 -1.2319 0.200
H 1.4962 1.5022 -0.0170 0.210
H 2.8649 -0.7450 0.3966 0.215
H 1.7128 -1.4378 -1.0507 0.216
H 3.3288 -0.6540 -1.2539 0.208
C -2.2243 -0.5345 1.3654 -0.625
C -1.9720 0.3099 0.0569 -0.615
H -3.2681 -0.7037 1.6203 0.209
H -1.7042 -1.4266 1.4164 0.204
H -1.6134 -0.2378 2.2788 0.208
H -2.5045 1.2449 0.3239 0.205
H -2.4102 -0.1103 -0.8771 0.206
H -0.9436 0.5449 -0.1485 0.206
```

Charge: 0
LUMO energy, eV: 1.10
Structure (SMILES): CC.CC
Orbital gap, eV: 12.2220

=====

Which structure wins on stability? #Q wins.

=====

#P
The following is a quantum chemistry calculation of a single C8H13N molecule, from the Open Molecules 2025 dataset.

Structure (XYZ):
```
22
Properties=species:S:1:pos:R:3:nbo_charge:R:1
C 1.5704 -0.6847 0.6978 -0.602
C 0.5881 -0.7853 -0.4766 -0.057
C 0.4201 -2.1992 -0.8591 -0.365
C -0.5209 -1.5985 -0.0663 -0.098
C -1.0910 0.2533 0.6896 -0.253
C -0.3508 0.5646 -0.6792 -0.238
C 0.4262 1.8634 -0.7023 -0.177
C -0.0410 2.9889 -0.0940 -0.389
H 2.4344 0.1315 0.3648 0.205
H 1.1748 -0.0739 1.3776 0.199
H 1.7426 -1.7821 1.0056 0.230
H 1.2417 -2.8550 -0.5697 0.215
H 0.0463 -2.5220 -1.8023 0.214
H -1.2673 -1.3944 -0.8531 0.143
H -1.9334 -1.3674 1.5007 0.358
H -0.5816 0.9365 1.3657 0.204
H -2.3060 0.4846 0.8388 0.195
H -0.9178 0.3757 -1.4824 0.215
H 1.2212 1.9775 -1.3530 0.206
H -1.2396 2.9566 0.3815 0.188
H 0.2384 3.9328 -0.4696 0.200
N -0.8547 -1.2030 1.1856 -0.593
```

Charge: 0
LUMO energy, eV: 0.90
Structure (SMILES): C=C[C@@H]1CN[C@@H]2C[C@@]12C
Orbital gap, eV: 9.4964

=====

#Q
The following is a quantum chemistry calculation of a single C8H13N molecule, from the Open Molecules 2025 dataset.

Structure (XYZ):
```
22
Properties=species:S:1:pos:R:3:nbo_charge:R:1
C 0.8829 -0.3236 -0.1652 -0.107
C -0.3147 -0.4433 0.7331 -0.087
C 0.5085 0.5612 -1.1421 0.134
C -1.3066 0.3475 0.1754 0.124
N -0.7978 0.9661 -0.9340 -0.527
C 2.1268 -1.0840 -0.0121 -0.635
C -0.4334 -1.1543 2.0892 -0.642
C 1.4512 1.0137 -2.3218 -0.647
C -2.6767 0.6687 0.6907 -0.640
H -1.2551 1.7619 -1.3312 0.401
H 3.0497 -0.5472 -0.2541 0.219
H 1.9307 -1.8521 -0.8529 0.218
H 2.2091 -1.6317 0.9621 0.221
H -0.5002 -0.3836 2.9634 0.207
H -1.2692 -1.8883 2.2597 0.218
H 0.5434 -1.6121 2.2093 0.213
H 0.8076 1.8565 -2.7623 0.214
H 1.6010 0.0970 -2.8969 0.228
H 2.4013 1.4711 -1.8716 0.224
H -2.5725 1.6280 1.1176 0.215
H -3.4307 0.6952 -0.1609 0.217
H -2.9552 -0.1467 1.5048 0.231
```

Charge: 0
LUMO energy, eV: 0.97
Structure (SMILES): Cc1[nH]c(C)c(C)c1C
Orbital gap, eV: 8.3870

=====

Which structure wins on stability? #Q wins.

=====

#P
The following is a quantum chemistry calculation of 2 unconnected molecules or ions with the total composition CH3IOS2, from the Open Molecules 2025 dataset.

Structure (XYZ):
```
8
Properties=species:S:1:pos:R:3:nbo_charge:R:1
C 0.9223 -0.2881 -0.7268 -0.778
O 0.3139 1.2297 1.4383 -0.923
S 2.3015 0.7370 -0.7065 0.011
S 1.2104 0.2269 1.0277 1.209
I -3.1543 -1.0128 0.1808 -0.112
H 0.0814 0.2089 -1.2282 0.244
H 1.0962 -1.3193 -1.1004 0.237
H -2.7715 0.2177 1.1151 0.113
```

Charge: 0
LUMO energy, eV: 0.15
Orbital gap, eV: 9.7685

=====

#Q
The following is a quantum chemistry calculation of a single CH3IOS2 molecule, from the Open Molecules 2025 dataset.

Structure (XYZ):
```
8
Properties=species:S:1:pos:R:3:nbo_charge:R:1
C 1.4583 1.8393 0.1850 -0.720
O -0.4112 -1.5831 1.1209 -0.971
S -1.4891 -0.5371 -1.3798 -0.475
S -1.6298 -1.7650 0.3523 0.994
I -0.4973 1.5930 -0.1746 0.728
H 1.8686 1.2843 1.0103 0.212
H 2.1034 2.0690 -0.6441 0.206
H -1.4030 -2.9004 -0.4700 0.026
```

Charge: 0
LUMO energy (alpha / beta), eV: -1.58 / -1.58
Orbital gap (alpha / beta), eV: 7.0077 / 7.0082

=====

Which structure wins on stability? #P wins.

=====

#P
The following is a quantum chemistry calculation of 2 unconnected molecules or ions with the total composition CH3IOS2, from the Open Molecules 2025 dataset.

Structure (XYZ):
```
8
Properties=species:S:1:pos:R:3:nbo_charge:R:1
C -0.3302 0.4163 1.1473 -0.744
O 1.2622 0.6418 -2.1347 -0.700
S -1.7683 0.0001 0.1170 0.027
S 2.0140 -0.6247 -2.2544 0.683
I -0.9843 -1.9695 -0.9493 0.046
H 0.0725 -0.4719 1.6312 0.227
H -0.6944 1.1049 1.9062 0.232
H 0.4285 0.9032 0.5366 0.228
```

Charge: 0
LUMO energy (alpha / beta), eV: -1.50 / -1.51
Structure (SMILES): CSI.O=S
Orbital gap (alpha / beta), eV: 7.0992 / 7.0701

=====

#Q
The following is a quantum chemistry calculation of a single CH3IOS2 molecule, from the Open Molecules 2025 dataset.

Structure (XYZ):
```
8
Properties=species:S:1:pos:R:3:nbo_charge:R:1
C -1.0706 0.3059 0.4634 -0.809
O 1.3050 -1.1901 0.6730 -0.864
S 0.2436 1.4540 -0.0122 0.106
S 1.8135 0.1219 -0.2155 0.800
I 1.5954 -0.6409 -2.5066 -0.008
H -1.8031 0.4678 1.2869 0.252
H -0.3806 -0.5824 0.6809 0.301
H -1.7032 0.0640 -0.3698 0.221
```

Charge: 0
LUMO energy, eV: -1.24
Orbital gap, eV: 8.3535

=====

Which structure wins on stability? #Q wins.

=====

#P
The following is a quantum chemistry calculation of 2 unconnected molecules or ions with the total composition CH3IOS2, from the Open Molecules 2025 dataset.

Structure (XYZ):
```
8
Properties=species:S:1:pos:R:3:nbo_charge:R:1
C 0.1327 0.6115 0.2701 -0.734
O -2.4546 0.8832 1.4908 -0.816
S 0.1555 -0.2940 1.9430 0.246
S -1.7539 0.1679 2.5970 1.004
I -0.7730 -3.6503 2.2959 -0.499
H 0.6947 1.5654 0.4039 0.248
H -0.9793 0.8196 0.1601 0.281
H 0.6382 -0.2263 -0.3878 0.269
```

Charge: 0
LUMO energy (alpha / beta), eV: -3.53 / -3.61
Orbital gap (alpha / beta), eV: 4.4664 / 4.1712

=====

#Q
The following is a quantum chemistry calculation of 2 unconnected molecules or ions with the total composition CH3IOS2, from the Open Molecules 2025 dataset.

Structure (XYZ):
```
8
Properties=species:S:1:pos:R:3:nbo_charge:R:1
C -0.6979 0.1403 -0.2970 -0.283
O -0.9140 -3.6474 0.3628 -0.899
S -0.7876 -1.9002 -1.8843 -0.261
S -1.7319 -3.3631 -0.8025 1.016
I -3.8536 -2.1793 -0.0806 -0.160
H -0.1661 -0.3827 0.4152 0.203
H -1.7332 0.1635 -0.2884 0.201
H -0.2681 0.8233 -0.9086 0.182
```

Charge: 0
LUMO energy, eV: -2.00
Orbital gap, eV: 7.3137

=====

Which structure wins on stability? #Q wins.